Here is a 11-piece molecular cluster, C18H47Cl4F9N5O8 overall from OMol25. Energies are from the ωB97M-V functional and the def2-TZVPD basis.

Last columns: bonded neighbours and bond lengths (Å).
Cartesian coordinates (Å):
1 N -0.48187 -2.65498 -4.60283  H2 1.010, H3 1.010, H4 1.010, H5 1.010
2 H 0.36104 -2.15790 -4.85288  N1 1.010
3 H -0.65394 -2.37323 -3.64831  N1 1.010
4 H -0.45064 -3.66133 -4.68288  N1 1.010
5 H -1.16642 -2.30945 -5.26017  N1 1.010
6 N -4.25234 -5.05882 -2.48095  H7 1.010, H8 1.010, H9 1.010, H10 1.010
7 H -4.90830 -5.75270 -2.15181  N6 1.010
8 H -3.69795 -4.39284 -1.96207  N6 1.010
9 H -4.70988 -4.58212 -3.24483  N6 1.010
10 H -3.53803 -5.58307 -2.96574  N6 1.010
11 N -1.04134 2.94727 -6.14314  H12 1.010, H13 1.010, H14 1.010, H15 1.010
12 H -0.57644 2.72596 -5.27425  N11 1.010
13 H -1.98535 2.63887 -5.95917  N11 1.010
14 H -0.67930 2.37936 -6.89579  N11 1.010
15 H -1.01557 3.93020 -6.37399  N11 1.010
16 N 0.80910 -4.89312 0.97716  H17 1.010, H18 1.010, H19 1.010, H20 1.010
17 H 0.20116 -4.09812 0.84127  N16 1.010
18 H 1.22510 -5.00210 1.89104  N16 1.010
19 H 1.51441 -4.80182 0.26001  N16 1.010
20 H 0.29716 -5.69637 0.64128  N16 1.010
21 N 4.38091 -1.03345 -3.99700  H22 1.010, H23 1.010, H24 1.010, H25 1.010
22 H 4.74669 -1.08815 -4.93684  N21 1.010
23 H 3.94346 -1.92241 -3.80077  N21 1.010
24 H 3.62725 -0.41132 -3.74192  N21 1.010
25 H 5.19066 -0.89651 -3.40908  N21 1.010
26 O -1.37334 -0.92767 -0.60773  C27 1.387
27 C -1.22481 0.43111 -0.37498  O26 1.387, C28 1.585, H30 1.090, H31 1.090
28 C 0.15505 1.11271 -0.75399  C27 1.585, O29 1.399, H32 1.090, H33 1.090
29 O 0.50596 1.19606 -2.10572  C28 1.399
30 H -1.41949 0.54526 0.69140  C27 1.090
31 H -1.94767 0.99241 -0.96702  C27 1.090
32 H 0.93818 0.60755 -0.18864  C28 1.090
33 H 0.13889 2.08863 -0.26880  C28 1.090
34 C 4.82501 6.32603 -1.24992  C35 1.497, H43 1.090, H44 1.090, H45 1.090
35 C 5.00934 5.18998 -2.20759  C34 1.497, O36 1.411, H46 1.090, H47 1.090
36 O 4.56362 5.66421 -3.45935  C35 1.411, C37 1.366
37 C 4.91079 4.94475 -4.56771  O36 1.366, O38 1.244, C39 1.638
38 O 5.41666 3.81062 -4.49065  C37 1.244
39 C 4.54488 5.68527 -5.98263  C37 1.638, F40 1.317, F41 1.295, F42 1.315
40 F 4.30386 6.96902 -5.81177  C39 1.317
41 F 5.53519 5.67313 -6.81647  C39 1.295
42 F 3.51827 5.09027 -6.54834  C39 1.315
43 H 4.78210 6.07194 -0.19081  C34 1.090
44 H 3.81895 6.71159 -1.41508  C34 1.090
45 H 5.41867 7.19703 -1.52746  C34 1.090
46 H 4.54543 4.30229 -1.77764  C35 1.090
47 H 6.04541 4.85232 -2.18232  C35 1.090
48 C 4.09796 0.67487 4.17571  C49 1.554, H57 1.090, H58 1.090, H59 1.090
49 C 5.14584 -0.13895 3.36615  C48 1.554, O50 1.453, H60 1.090, H61 1.090
50 O 5.90475 -1.13344 4.10461  C49 1.453, C51 1.347
51 C 5.46415 -2.40379 4.18987  O50 1.347, O52 1.248, C53 1.579
52 O 4.25054 -2.67499 4.08834  C51 1.248
53 C 6.57604 -3.48303 4.49201  C51 1.579, F54 1.361, F55 1.349, F56 1.316
54 F 6.20332 -4.61185 3.82903  C53 1.361
55 F 7.80745 -3.10835 4.08721  C53 1.349
56 F 6.55049 -3.79858 5.76935  C53 1.316
57 H 3.61053 1.48732 3.63678  C48 1.090
58 H 4.57456 1.18190 5.01468  C48 1.090
59 H 3.30884 -0.03662 4.41899  C48 1.090
60 H 5.86911 0.59438 3.00951  C49 1.090
61 H 4.64865 -0.54457 2.48502  C49 1.090
62 C -3.09608 -3.75980 4.90660  C63 1.528, H71 1.090, H72 1.090, H73 1.090
63 C -4.34533 -4.32103 4.22862  C62 1.528, O64 1.476, H74 1.090, H75 1.090
64 O -4.48035 -5.76054 4.52352  C63 1.476, C65 1.367
65 C -3.94574 -6.71909 3.70905  O64 1.367, O66 1.242, C67 1.567
66 O -3.26841 -6.40876 2.71576  C65 1.242
67 C -4.11759 -8.16234 4.29418  C65 1.567, F68 1.356, F69 1.363, F70 1.302
68 F -5.02873 -8.14622 5.29860  C67 1.356
69 F -4.57546 -9.01316 3.33341  C67 1.363
70 F -2.99403 -8.63790 4.74760  C67 1.302
71 H -3.10373 -2.67206 4.83675  C62 1.090
72 H -2.26983 -4.23324 4.37627  C62 1.090
73 H -2.93638 -3.92999 5.97133  C62 1.090
74 H -4.42529 -4.15668 3.15406  C63 1.090
75 H -5.24950 -3.93457 4.69897  C63 1.090
76 Cl -1.63810 5.06077 4.94729  C77 1.780
77 C -2.24225 5.25636 3.28444  Cl76 1.780, C78 1.490, H80 1.090, H81 1.090
78 C -3.16163 6.39861 3.01925  C77 1.490, Cl79 1.791, H82 1.090, H83 1.090
79 Cl -3.33740 6.69235 1.26094  C78 1.791
80 H -2.78711 4.34348 3.04391  C77 1.090
81 H -1.38701 5.36105 2.61683  C77 1.090
82 H -2.60183 7.26851 3.36274  C78 1.090
83 H -4.14309 6.39680 3.49341  C78 1.090
84 Cl -8.01214 3.96934 0.44183  C85 1.796
85 C -7.16901 2.53318 -0.23077  Cl84 1.796, C86 1.586, H88 1.090, H89 1.090
86 C -7.41412 2.35645 -1.78782  C85 1.586, Cl87 1.797, H90 1.090, H91 1.090
87 Cl -9.10956 2.55045 -2.35021  C86 1.797
88 H -7.43317 1.66632 0.37492  C85 1.090
89 H -6.12872 2.67044 0.06426  C85 1.090
90 H -6.94675 1.43169 -2.12620  C86 1.090
91 H -6.81441 3.10893 -2.29990  C86 1.090

Properties
multiplicity = 1
HOMO = -11.52 eV
ΔE to the lowest compared entry with this formula, charge and spin = 926.14 kJ/mol
frontier orbital gap = 3.066 eV
total charge = +3

Here is a 3-piece molecular cluster, C18H47N2O10P2 overall from OMol25. Energies are from the ωB97M-V functional and the def2-TZVPD basis.

Last columns: bonded neighbours and bond lengths (Å).
Cartesian coordinates (Å):
1 C -4.12586 1.42063 6.89549  C2 1.533, H11 1.088, H12 1.089, H13 1.089
2 C -4.19148 0.64534 5.57429  C1 1.533, C3 1.529, H14 1.094, H15 1.090
3 C -4.73199 1.53935 4.45815  C2 1.529, O4 1.442, H16 1.088, H17 1.094
4 O -3.78167 2.49719 3.94848  C3 1.442, N5 1.388
5 N -2.76550 1.86988 3.24071  O4 1.388, C6 1.494, H18 1.029, H19 1.027
6 C -1.77968 2.90868 2.81407  N5 1.494, C7 1.515, H20 1.088, H21 1.088
7 C -1.08363 2.45794 1.54624  C6 1.515, O8 1.422, C9 1.521, H22 1.098
8 O -1.03825 1.03736 1.51298  C7 1.422, H23 0.962
9 C 0.29337 3.06126 1.31863  C7 1.521, N10 1.464, H24 1.094, H25 1.099
10 N 0.34863 4.51110 1.51153  C9 1.464, H26 1.014, H27 1.014
11 H -3.41414 2.23941 6.81046  C1 1.088
12 H -5.10113 1.81261 7.18073  C1 1.089
13 H -3.83263 0.72840 7.68283  C1 1.089
14 H -3.19294 0.25264 5.36216  C2 1.094
15 H -4.88761 -0.19000 5.64301  C2 1.090
16 H -5.52436 2.14500 4.89422  C3 1.088
17 H -5.21767 0.97931 3.65311  C3 1.094
18 H -3.09861 1.33266 2.42871  N5 1.029
19 H -2.24143 1.20923 3.82625  N5 1.027
20 H -1.12373 3.16720 3.64278  C6 1.088
21 H -2.35828 3.79831 2.57478  C6 1.088
22 H -1.70372 2.78785 0.70230  C7 1.098
23 H -0.50744 0.78852 0.74970  O8 0.962
24 H 0.55868 2.87462 0.27432  C9 1.094
25 H 1.02088 2.49451 1.91557  C9 1.099
26 H 1.33502 4.73113 1.58853  N10 1.014
27 H -0.04706 4.80325 2.39827  N10 1.014
28 O -2.40899 -4.76910 1.95864  P29 1.477
29 P -1.18723 -4.97166 1.15422  O28 1.477, O30 1.609, O33 1.643, O36 1.617
30 O -0.06695 -5.61976 2.10943  P29 1.609, C31 1.436
31 C -0.23311 -6.96728 2.57774  O30 1.436, C32 1.517, H39 1.093, H40 1.089
32 C 0.07341 -7.99304 1.50246  C31 1.517, H41 1.092, H42 1.090, H43 1.089
33 O -0.58529 -3.44687 1.04349  P29 1.643, C34 1.417
34 C -1.39913 -2.32430 1.33547  O33 1.417, C35 1.517, H44 1.091, H45 1.094
35 C -1.16039 -1.84791 2.75567  C34 1.517, H46 1.089, H47 1.094, H48 1.091
36 O -0.51203 -5.40158 -0.25105  P29 1.617, C37 1.451
37 C -1.29740 -5.31865 -1.46808  O36 1.451, C38 1.517, H49 1.092, H50 1.088
38 C -1.54474 -3.88802 -1.90633  C37 1.517, H51 1.092, H52 1.090, H53 1.089
39 H -1.24715 -7.10102 2.96423  C31 1.093
40 H 0.45565 -7.08916 3.41180  C31 1.089
41 H -0.66648 -7.95865 0.70024  C32 1.092
42 H 0.07118 -8.99904 1.92179  C32 1.090
43 H 1.04641 -7.79817 1.05274  C32 1.089
44 H -2.45341 -2.54707 1.16743  C34 1.091
45 H -1.12354 -1.53800 0.62704  C34 1.094
46 H -1.24603 -2.66760 3.46785  C35 1.089
47 H -1.87668 -1.06792 3.03061  C35 1.094
48 H -0.15237 -1.44347 2.85814  C35 1.091
49 H -2.24093 -5.85060 -1.33189  C37 1.092
50 H -0.72963 -5.84776 -2.23058  C37 1.088
51 H -2.25166 -3.38721 -1.24106  C38 1.092
52 H -1.96399 -3.86744 -2.91208  C38 1.090
53 H -0.61875 -3.31453 -1.89262  C38 1.089
54 O 1.95254 2.26414 -3.36106  P55 1.481
55 P 3.17296 2.23115 -4.19921  O54 1.481, O56 1.615, O59 1.632, O62 1.618
56 O 4.35675 1.60248 -3.29905  P55 1.615, C57 1.432
57 C 4.30226 0.22014 -2.93060  O56 1.432, C58 1.518, H65 1.095, H66 1.089
58 C 4.67363 -0.69956 -4.07972  C57 1.518, H67 1.092, H68 1.090, H69 1.089
59 O 3.64600 3.79278 -4.21447  P55 1.632, C60 1.427
60 C 2.75132 4.84004 -3.84285  O59 1.427, C61 1.513, H70 1.090, H71 1.092
61 C 2.96966 5.24509 -2.40155  C60 1.513, H72 1.091, H73 1.092, H74 1.091
62 O 3.86498 1.94460 -5.63351  P55 1.618, C63 1.452
63 C 3.06363 2.04807 -6.83935  O62 1.452, C64 1.516, H75 1.092, H76 1.088
64 C 2.70713 3.48165 -7.18107  C63 1.516, H77 1.092, H78 1.090, H79 1.089
65 H 3.30565 -0.02138 -2.54763  C57 1.095
66 H 5.00973 0.09191 -2.11253  C57 1.089
67 H 3.92327 -0.66538 -4.87203  C58 1.092
68 H 4.75526 -1.73067 -3.73452  C58 1.090
69 H 5.62240 -0.39689 -4.52083  C58 1.089
70 H 1.71545 4.54903 -4.01714  C60 1.090
71 H 2.95950 5.68616 -4.50057  C60 1.092
72 H 2.95153 4.37930 -1.73871  C61 1.091
73 H 2.19982 5.94913 -2.08009  C61 1.092
74 H 3.94529 5.71687 -2.27891  C61 1.091
75 H 2.16323 1.43914 -6.73378  C63 1.092
76 H 3.66189 1.61331 -7.63748  C63 1.088
77 H 1.97191 3.88458 -6.48147  C64 1.092
78 H 2.27808 3.53639 -8.18146  C64 1.090
79 H 3.58762 4.12038 -7.13396  C64 1.089

Properties
multiplicity = 1
HOMO = -11.90 eV
frontier orbital gap = 9.325 eV
total charge = +1

Here is a 3-piece molecular cluster, C18H47N3O9P2 overall from OMol25. Energies are from the ωB97M-V functional and the def2-TZVPD basis.

Last columns: bonded neighbours and bond lengths (Å).
Cartesian coordinates (Å):
1 C -1.85381 -1.23810 -1.19174  P2 1.915, H15 1.190, H16 1.187, H17 1.171
2 P -1.34224 -0.35848 0.43077  C1 1.915, O3 1.757, C4 1.948
3 O -1.82436 1.32789 0.32229  P2 1.757, H18 1.008
4 C 0.60342 -0.40653 0.51878  P2 1.948, O5 1.472, H19 1.172, H20 1.194
5 O 0.97011 0.51787 1.60415  C4 1.472, C6 1.471
6 C 2.02303 -0.02879 2.47425  O5 1.471, C7 1.672, C9 1.665, H21 1.173
7 C 2.77529 1.29555 3.16511  C6 1.672, N8 1.531, H22 1.173, H23 1.176
8 N 1.92315 2.56045 3.03659  C7 1.531, H24 1.046, H25 1.046
9 C 1.44491 -1.02251 3.67900  C6 1.665, O10 1.471, H26 1.187, H27 1.194
10 O 0.89684 -2.28149 3.15149  C9 1.471, C11 1.471
11 C 1.88825 -3.36843 3.14735  O10 1.471, P12 1.909, H28 1.194, H29 1.183
12 P 2.52579 -3.88296 1.42266  C11 1.909, O13 1.741, O14 1.741
13 O 1.24320 -4.17740 0.28240  P12 1.741, H30 1.002
14 O 3.75518 -2.81661 0.80418  P12 1.741, H31 1.004
15 H -2.81722 -0.66874 -1.59544  C1 1.190
16 H -0.94826 -1.10430 -1.94673  C1 1.187
17 H -2.07606 -2.35764 -0.93092  C1 1.171
18 H -1.61311 1.80156 1.18694  O3 1.008
19 H 0.97318 -1.50935 0.66007  C4 1.172
20 H 1.00400 -0.06780 -0.55373  C4 1.194
21 H 2.84977 -0.62611 1.89575  C6 1.173
22 H 3.01460 1.12733 4.30100  C7 1.173
23 H 3.77445 1.52044 2.58629  C7 1.176
24 H 0.96029 2.41745 3.41815  N8 1.046
25 H 1.90419 2.91519 2.05263  N8 1.046
26 H 2.28625 -1.16595 4.50325  C9 1.187
27 H 0.54562 -0.48469 4.25105  C9 1.194
28 H 1.32838 -4.32415 3.59336  C11 1.194
29 H 2.83709 -3.16252 3.82282  C11 1.183
30 H 1.28552 -3.57268 -0.51542  O13 1.002
31 H 3.67859 -2.66796 -0.18545  O14 1.004
32 C 3.70529 -5.24585 -3.61733  O33 1.424, H41 1.093, H42 1.090, H43 1.094
33 O 3.18939 -4.54204 -4.74221  C32 1.424, C34 1.436
34 C 2.28228 -3.48471 -4.39213  O33 1.436, C35 1.538, H44 1.093, H45 1.097
35 C 2.93543 -2.10744 -4.59845  C34 1.538, N36 1.465, H46 1.096, H47 1.092
36 N 3.98051 -1.85150 -3.60462  C35 1.465, C37 1.468, H48 1.016
37 C 4.86044 -0.72150 -3.92825  N36 1.468, C38 1.543, H49 1.095, H50 1.097
38 C 5.63314 -0.75953 -5.26354  C37 1.543, O39 1.429, H51 1.096, H52 1.094
39 O 6.66830 -1.74312 -5.31709  C38 1.429, C40 1.422
40 C 6.21360 -3.06392 -5.58197  O39 1.422, H53 1.093, H54 1.090, H55 1.097
41 H 4.16741 -6.16737 -3.98064  C32 1.093
42 H 4.47523 -4.66275 -3.11133  C32 1.090
43 H 2.91313 -5.50942 -2.91081  C32 1.094
44 H 1.88217 -3.60124 -3.38123  C34 1.093
45 H 1.44042 -3.56882 -5.09081  C34 1.097
46 H 2.16686 -1.33058 -4.51917  C35 1.096
47 H 3.33496 -2.08487 -5.61467  C35 1.092
48 H 4.56129 -2.67962 -3.50985  N36 1.016
49 H 5.59444 -0.65901 -3.11744  C37 1.095
50 H 4.26884 0.20099 -3.88589  C37 1.097
51 H 6.14407 0.20466 -5.36453  C38 1.096
52 H 4.97649 -0.83752 -6.13569  C38 1.094
53 H 5.36596 -3.08399 -6.27125  C40 1.093
54 H 5.97210 -3.56818 -4.64616  C40 1.090
55 H 7.03963 -3.62168 -6.03918  C40 1.097
56 C -7.34301 3.23989 4.68543  O57 1.424, H65 1.093, H66 1.090, H67 1.094
57 O -7.59722 2.97454 3.30999  C56 1.424, C58 1.436
58 C -7.90103 4.15123 2.54417  O57 1.436, C59 1.538, H68 1.093, H69 1.097
59 C -6.72654 4.52933 1.62565  C58 1.538, N60 1.465, H70 1.096, H71 1.092
60 N -5.58675 5.04112 2.39007  C59 1.465, C61 1.468, H72 1.016
61 C -4.33158 5.11225 1.63151  N60 1.468, C62 1.543, H73 1.095, H74 1.097
62 C -3.78855 3.81361 0.99891  C61 1.543, O63 1.429, H75 1.096, H76 1.094
63 O -3.30948 2.85413 1.94325  C62 1.429, C64 1.422
64 C -4.32733 2.08332 2.56875  O63 1.422, H77 1.093, H78 1.090, H79 1.097
65 H -7.37631 2.28866 5.22283  C56 1.093
66 H -6.34948 3.66727 4.82359  C56 1.090
67 H -8.09786 3.90660 5.11188  C56 1.094
68 H -8.21216 4.98708 3.17673  C58 1.093
69 H -8.75511 3.88326 1.90958  C58 1.097
70 H -7.05772 5.29725 0.91776  C59 1.096
71 H -6.45823 3.63737 1.05534  C59 1.092
72 H -5.42888 4.44241 3.19549  N60 1.016
73 H -3.57241 5.49087 2.32460  C61 1.095
74 H -4.44394 5.87010 0.84679  C61 1.097
75 H -2.91436 4.09159 0.39938  C62 1.096
76 H -4.49163 3.35265 0.29813  C62 1.094
77 H -5.15717 1.86014 1.89380  C64 1.093
78 H -4.67692 2.59006 3.46839  C64 1.090
79 H -3.88378 1.13375 2.89127  C64 1.097

Properties
multiplicity = 1
HOMO = -7.77 eV
structure (SMILES) = CP(O)CO[C@@H](CN)COCP(O)O.COCCNCCOC.COCCNCCOC
frontier orbital gap = 8.041 eV

- Which of these has the lowest HOMO?
  C18H47N2O10P2